ORCA calculation (ωB97M-V with the def2-TZVPD basis set) on a single C10H17N3 molecule at a distorted geometry.

Each atom is followed by the atoms it is bonded to, with distances in Å.
Atoms and positions in Å:
1 N 0.413 1.759 -1.078  N3 1.411, C9 1.408, C13 1.455
2 N 0.003 -1.387 -0.078  C4 1.524, C8 1.224
3 N -0.814 1.816 -0.383  N1 1.411, C5 1.270
4 C -0.530 -0.393 -1.103  N2 1.524, C5 1.496, C11 1.520, C13 1.541
5 C -1.318 0.650 -0.377  N3 1.270, C4 1.496, H18 0.993
6 C 1.989 0.046 -1.678  C13 1.499, H19 1.057, H20 1.072, H28 1.078
7 C -1.364 -1.957 3.136  C10 1.532, H24 1.055, H27 1.216, H30 1.026
8 C -0.198 -1.207 1.116  N2 1.224, C10 1.302
9 C 0.826 2.995 -1.611  N1 1.408, H23 1.138, H25 1.061, H29 1.142
10 C -0.286 -1.143 2.413  C7 1.532, C8 1.302, C12 1.464
11 C -1.273 -1.119 -2.213  C4 1.520, H17 1.062, H21 1.180, H22 1.138
12 C 0.659 -0.440 3.283  C10 1.464, H14 1.178, H15 1.073, H26 1.067
13 C 0.557 0.481 -1.758  N1 1.455, C4 1.541, C6 1.499, H16 1.053
14 H 0.904 -1.129 4.207  C12 1.178
15 H 0.261 0.457 3.717  C12 1.073
16 H 0.295 0.577 -2.774  C13 1.053
17 H -1.871 -1.880 -1.775  C11 1.062
18 H -2.128 0.584 0.194  C5 0.993
19 H 2.255 -0.456 -0.786  C6 1.057
20 H 2.183 -0.676 -2.447  C6 1.072
21 H -0.502 -1.635 -2.942  C11 1.180
22 H -1.987 -0.389 -2.715  C11 1.138
23 H 1.766 2.842 -2.235  C9 1.138
24 H -1.972 -1.303 3.700  C7 1.055
25 H 0.886 3.703 -0.824  C9 1.061
26 H 1.520 -0.221 2.692  C12 1.067
27 H -0.788 -2.675 3.930  C7 1.216
28 H 2.544 0.965 -1.779  C6 1.078
29 H 0.064 3.438 -2.337  C9 1.142
30 H -2.095 -2.302 2.504  C7 1.026

The total energy is -555.3666 Ha. As for the HOMO-LUMO gap: 0.3288 Ha. As for the max |F|: 4.2 eV/Å. The HOMO energy comes out at -8.0 eV. As for the lowest unoccupied orbital energy: 0.9 eV. As for the SMILES: CC(C)=C=N[C@@]1(C)C=NN(C)[C@H]1C. The spin multiplicity is 1.

Atomic partial charges in e from the natural (NBO) method, atoms 1 to 5:
1. N -0.300
2. N -0.443
3. N -0.186
4. C 0.040
5. C -0.016